Entry from OMol25: a 2-piece molecular cluster, C16H27F4N3O5P overall (ωB97M-V with the def2-TZVPD basis set).

Lowest unoccupied orbital energy, eV: -4.9
Charge: +1

Last columns: bonded neighbours and bond lengths (Å).
Positions of all 56 atoms, in Å:
1 C -1.3840 2.5128 3.0025  O2 1.453, H23 1.155, H24 1.139, H25 1.155
2 O -1.7956 1.1325 3.1939  C1 1.453, C3 1.459
3 C -2.1569 0.5060 1.9264  O2 1.459, C4 1.595, H26 1.155, H27 1.150
4 C -0.9497 -0.3365 1.3126  C3 1.595, C5 1.573, C18 1.575
5 C -0.6369 -0.2887 -0.2286  C4 1.573, N6 1.423, H28 1.138
6 N 0.4615 -1.0644 -0.6927  C5 1.423, P7 1.826, N10 1.327
7 P 0.7122 -0.9886 -2.4996  N6 1.826, N8 1.781, O9 1.714
8 N 0.5967 -2.6935 -3.0014  P7 1.781, H29 1.033, H30 1.043
9 O 2.2983 -0.3927 -2.7566  P7 1.714, H31 0.994
10 N 1.3281 -1.8262 -0.0363  N6 1.327, C11 1.408
11 C 1.1467 -1.9475 1.3543  N10 1.408, C12 1.619, C18 1.584
12 C 2.2125 -2.8777 2.1417  C11 1.619, C13 1.607, H32 1.153, H33 1.138
13 C 3.6015 -2.7849 1.3394  C12 1.607, C14 1.602, H34 1.154, H35 1.154
14 C 3.7590 -3.8821 0.1822  C13 1.602, F15 1.433, F16 1.409, F17 1.434
15 F 5.0412 -4.5046 0.3331  C14 1.433
16 F 2.7635 -4.8798 0.1974  C14 1.409
17 F 3.7900 -3.3156 -1.1351  C14 1.434
18 C -0.0080 -1.2500 2.1841  C4 1.575, C11 1.584, C19 1.591
19 C -0.2190 -1.4396 3.7494  C18 1.591, C20 1.614, H36 1.144, H37 1.154
20 C -1.7115 -1.9574 4.0776  C19 1.614, C21 1.595, H38 1.138, H39 1.156
21 C -2.1557 -3.2439 3.2455  C20 1.595, F22 1.453, H40 1.152, H41 1.155
22 F -2.5560 -2.9454 1.8815  C21 1.453
23 H -2.2025 3.2167 3.4140  C1 1.155
24 H -1.1053 2.7841 1.9315  C1 1.139
25 H -0.4798 2.6804 3.7020  C1 1.155
26 H -3.0699 -0.1622 2.1579  C3 1.155
27 H -2.5256 1.3296 1.2129  C3 1.150
28 H -1.3228 0.3440 -0.8796  C5 1.138
29 H 1.5346 -2.9961 -3.3112  N8 1.033
30 H 0.3978 -3.2885 -2.1685  N8 1.043
31 H 2.9206 -1.1280 -2.5105  O9 0.994
32 H 2.3790 -2.3727 3.1645  C12 1.153
33 H 1.8291 -3.9366 2.3058  C12 1.138
34 H 3.7234 -1.7369 0.8720  C13 1.154
35 H 4.5287 -2.9102 2.0146  C13 1.154
36 H 0.5021 -2.2404 4.1345  C19 1.144
37 H 0.0165 -0.4731 4.3346  C19 1.154
38 H -2.5120 -1.1543 3.9791  C20 1.138
39 H -1.7124 -2.2714 5.1899  C20 1.156
40 H -1.3966 -4.1093 3.2858  C21 1.152
41 H -3.1061 -3.6621 3.7511  C21 1.155
42 C 1.4319 4.4496 -4.1757  C43 1.517, H49 1.093, H50 1.092, H51 1.092
43 C 0.7599 3.1225 -3.8776  C42 1.517, O44 1.435, H52 1.093, H53 1.094
44 O -0.3884 3.3006 -3.0354  C43 1.435, C45 1.343
45 C -1.4879 3.7730 -3.6457  O44 1.343, O46 1.206, O47 1.344
46 O -1.5893 4.0447 -4.8159  C45 1.206
47 O -2.4514 3.9160 -2.7191  C45 1.344, C48 1.428
48 C -3.6502 4.5090 -3.2206  O47 1.428, H54 1.092, H55 1.092, H56 1.090
49 H 1.6653 4.9785 -3.2483  C42 1.093
50 H 2.3534 4.2974 -4.7406  C42 1.092
51 H 0.7780 5.1028 -4.7578  C42 1.092
52 H 1.4541 2.4812 -3.3290  C43 1.093
53 H 0.4875 2.5923 -4.7946  C43 1.094
54 H -4.0240 3.9709 -4.0937  C48 1.092
55 H -3.4718 5.5588 -3.4632  C48 1.092
56 H -4.4040 4.4576 -2.4345  C48 1.090